# 1
C20H43O9P | ωB97M-V with the def2-TZVPD basis set

* structure (SMILES): CCOCCOC[C@@H]1OC(=O)O[C@@]1(O)P(=O)(O)O.CCCCCC.CCCCCC
* net charge: 0
* E: -1806.2004 a.u.

Positions of all 73 atoms, in Å:
O (4.8464, -3.4970, -0.1350)
O (1.6324, -2.3384, -1.5711)
H (-4.1413, 1.5177, -0.8614)
O (2.6983, -5.0473, 1.7155)
O (2.3047, -4.1214, -4.0093)
H (-0.5577, 5.1877, 2.6557)
H (-3.0021, 2.5435, 2.6824)
H (4.9204, -4.3614, 0.3741)
H (-4.4734, 3.6470, 0.2360)
C (3.4554, -3.0326, -0.2503)
C (2.3351, 3.3081, 2.1241)
H (-5.1499, 1.2582, 0.5496)
C (-4.1355, 1.5254, 0.2357)
C (1.8648, 2.1297, 1.2642)
H (3.8159, -2.6569, -3.3196)
H (1.9743, -4.5684, -1.4007)
H (3.1055, 2.9641, 2.8231)
O (0.8805, -2.9906, 1.3826)
H (-3.4352, -0.5131, 0.3192)
H (2.7384, 1.7050, 0.7540)
C (1.1430, 1.0124, 2.0217)
H (1.7033, 4.8048, 3.5261)
H (-3.5330, 4.1921, 2.4314)
O (3.3759, -2.6650, 2.7486)
H (1.2044, 2.4980, 0.4703)
C (-1.0942, -3.1739, -3.5476)
O (0.0515, -2.3796, -5.7748)
O (3.5899, -1.5488, -0.4211)
H (3.5502, -2.9956, -5.4569)
C (2.0167, 0.3288, 3.0621)
H (0.7619, 3.3283, 3.6213)
H (1.4632, -0.4856, 3.5408)
C (-3.7827, 2.9384, 0.7064)
H (-7.1799, 3.4537, 3.0200)
O (2.1497, 0.1271, -1.7029)
C (-0.6583, -3.4768, -5.0991)
H (-5.3818, 1.7672, 2.7775)
C (1.2369, 4.0200, 2.9177)
H (2.9138, -0.0968, 2.6012)
H (1.3177, -1.6724, -4.0750)
H (-0.1074, -4.5129, -5.1243)
C (2.4176, -1.1329, -1.2606)
H (-1.6755, -3.6387, -5.7025)
C (-3.1559, 0.4668, 0.7187)
C (-5.1194, 2.8222, 2.9204)
H (4.1547, -4.4939, -2.9171)
C (1.3692, -2.1113, -5.1785)
H (0.2331, 1.3952, 2.4989)
H (1.8544, -1.2361, -5.8295)
C (0.1757, 4.6613, 2.0369)
H (2.6683, -2.2260, 3.3127)
H (2.8287, 4.0372, 1.4691)
C (2.5409, -3.5325, -1.5419)
H (-2.2583, -2.9826, -3.5197)
H (-0.9270, -4.1921, -2.9507)
C (-3.7950, 3.1468, 2.2248)
P (2.5574, -3.4763, 1.3987)
H (-4.9862, 2.9626, 4.0000)
H (2.3268, 1.0234, 3.8480)
H (-2.1398, 0.6925, 0.3813)
H (0.6239, 5.3876, 1.3521)
H (0.8155, 0.2583, 1.2956)
H (0.7863, -2.0322, 1.0628)
H (-2.7849, 3.1985, 0.3310)
C (3.2997, -3.6723, -3.0183)
H (-6.4894, 3.5599, 1.3985)
H (-0.3637, 3.9153, 1.4463)
C (-6.2718, 3.7020, 2.4610)
H (-6.0484, 4.7601, 2.6310)
H (-3.1498, 0.3901, 1.8098)
H (-0.5290, -2.2837, -3.0361)
C (2.4339, -3.3720, -5.2827)
H (2.1902, -4.1199, -6.1724)

Here are the Mulliken charges for atoms 1 to 8, given in e: -0.59 -0.23 0.36 -0.64 -0.29 0.37 0.06 0.42

=====

# 2
C20H44BClO7PS | ωB97M-V with the def2-TZVPD basis set

* net charge: -1
* E: -2539.7971 a.u.

Positions of all 75 atoms, in Å:
C (-0.0923, -3.0575, -0.2262)
C (4.7075, 5.9221, -0.0592)
H (-1.5960, 2.9069, 4.4874)
H (3.6596, 3.9030, -1.1737)
H (0.4403, -1.2412, -1.3982)
H (4.2533, 7.3193, -1.6364)
C (-4.7754, -3.8211, -2.7596)
C (-4.8608, -4.4832, -1.3581)
H (2.8644, -0.6236, 1.5857)
C (3.3678, 4.1655, 0.9788)
H (-2.4718, -1.7784, -3.8035)
H (5.1789, 5.1753, -0.6997)
H (2.9116, 6.2403, -1.2304)
H (-2.0861, -0.8508, 0.2108)
C (-0.8188, 3.7486, 0.5619)
H (-1.7153, -3.2839, -3.2273)
H (-5.8456, -2.1273, 0.7931)
H (4.0053, 0.6965, 1.9121)
O (-0.2063, 1.7399, -0.5127)
H (1.9740, 3.9936, -0.6147)
C (3.9103, -0.3799, 1.7760)
H (-2.1983, 3.1377, 2.8392)
H (-3.8242, -4.1128, -3.2174)
C (4.7347, -0.7825, 0.5828)
H (0.3651, 3.2016, 2.9328)
H (6.2770, -3.4876, 1.5206)
B (-4.0089, -1.3383, -1.9242)
C (-0.2013, -1.5484, -0.5600)
P (-4.7821, -0.5576, -0.3005)
H (3.3018, -3.0407, 2.0813)
H (0.1942, -1.0036, 0.3168)
O (-0.2202, 1.6454, 1.6794)
H (-3.8712, -4.8239, -1.0381)
H (-2.5887, -2.9458, -1.0404)
H (4.2945, -4.3431, 2.7513)
H (-5.0865, -1.9532, -3.8162)
H (-0.3536, 4.2757, -0.2693)
C (4.1781, -3.6648, 1.9045)
H (-1.6149, -0.1079, -1.3663)
O (-4.9520, -1.7958, 0.8877)
H (5.6827, -2.2487, 2.6016)
H (-0.8671, -1.6881, -3.0928)
H (-5.5627, -4.3004, -3.3767)
S (-5.8942, -6.0350, -1.5010)
H (-0.5338, 4.2795, 1.4688)
H (-2.1492, 1.5244, 3.5217)
H (-5.3507, -3.8594, -0.6103)
C (-1.6552, -1.0354, -0.7844)
H (-3.7982, -0.3619, -2.6154)
H (-5.3977, -6.7918, -0.4678)
H (0.3281, 1.5955, 3.6184)
C (-0.3671, 2.3118, 0.5258)
O (5.3242, -1.9888, 0.5659)
H (-0.8093, -3.3090, 0.5643)
Cl (-6.7743, 0.0609, -0.8230)
H (4.2274, -0.8420, 2.7092)
O (4.8179, -0.0765, -0.3826)
C (-5.0661, -2.2925, -2.7616)
H (3.3163, 7.5607, -0.1494)
C (-2.5460, -2.0151, -1.6323)
H (0.9434, -3.2462, 0.0989)
C (2.9741, 3.6354, -0.3725)
C (5.4288, -2.8313, 1.7141)
O (4.0763, 5.3032, 1.0630)
H (-6.1145, -2.1884, -2.4209)
H (3.9752, -4.2521, 1.0086)
C (3.7433, 6.8111, -0.8168)
H (2.9613, 2.5475, -0.3259)
C (-1.8308, -2.2077, -3.0184)
H (5.5125, 6.5289, 0.3545)
H (-0.3090, -3.6705, -1.1102)
O (2.9989, 3.6286, 1.9882)
H (-1.9017, 3.7823, 0.4444)
C (-0.2116, 2.2756, 2.9600)
C (-1.6190, 2.4766, 3.4846)

Here are the Mulliken charges for atoms 1 to 8, given in e: -1.22 -0.41 0.39 0.37 0.39 0.35 -0.72 -0.13

=====

# 3
C20H44F12N9O26S12 | ωB97M-V with the def2-TZVPD basis set

* energy above the lowest of the compared OMol25 structures with the same formula, charge and spin: 12.2868 eV
* net charge: -3

Positions of all 123 atoms, in Å:
O (-8.6155, 3.4441, -1.0730)
S (4.0686, 1.2532, -4.8004)
O (-6.9776, -3.1821, 7.7183)
O (-1.1919, 7.1417, 9.0071)
C (-0.5366, 0.8759, 4.7498)
F (5.9377, -0.8829, 10.3539)
S (3.7800, 1.0332, -2.4267)
H (-1.0259, 0.3154, 5.5463)
O (3.2667, 2.1798, -1.7042)
O (-1.4776, 8.1983, 6.7718)
H (-0.0382, 0.3472, 3.9373)
H (5.9498, -6.0332, 2.3581)
H (4.3891, -5.2614, 2.4897)
S (-3.7968, 6.8472, 8.0903)
O (-5.0433, -3.2306, 9.3488)
S (5.6553, -0.6105, 8.8549)
H (7.1350, -8.6448, -1.6416)
O (5.0733, 11.1608, 1.1362)
H (-5.6474, 1.7623, -7.1277)
O (5.5743, -0.3868, 6.1570)
N (6.1939, -6.7349, -1.7733)
C (-2.2567, -2.2529, -4.7367)
F (-8.9682, 4.0260, 1.2437)
C (-2.0882, 1.8809, 2.8511)
H (9.1899, -7.1783, -2.5261)
O (-4.3722, 6.2301, 9.2355)
H (-1.0688, 3.5527, 2.6153)
O (-3.1529, 0.8268, -4.5671)
C (8.3609, -6.6457, -2.9924)
H (-2.9363, 3.7996, 2.9926)
C (-3.4087, -1.5406, -5.4956)
C (5.7384, -6.9217, -0.3133)
H (8.0535, -8.7151, -3.8102)
C (-3.0830, 2.0779, -6.9615)
H (-2.0106, 2.0202, -6.7754)
H (-3.9867, -3.2709, -6.5556)
O (-10.8626, 3.5696, -2.8432)
C (-4.7589, -1.6736, -4.7181)
H (-3.4650, 2.9331, -6.4040)
H (-1.3029, -2.0961, -5.2404)
O (5.4913, 0.8882, 8.8842)
F (7.4543, -1.7215, 6.1039)
S (3.6751, 11.5874, 1.1854)
H (5.3163, -4.8735, -2.3828)
O (-11.7957, 5.6195, -1.9533)
N (-4.6993, -2.5323, 6.9129)
S (-9.4686, 4.3821, -0.2690)
C (5.2067, -5.5525, 0.4207)
C (-5.3598, 0.8407, -6.6215)
S (-1.5999, 7.0503, 7.6124)
F (-3.5493, -3.8108, 5.2272)
C (7.5536, -5.9339, -1.8327)
O (4.0328, 2.6873, -4.7981)
H (6.5877, -7.3367, 0.2292)
H (-2.3122, -3.3412, -4.7147)
H (5.9293, -4.7803, 0.1567)
H (-5.7023, 0.9373, -5.5913)
O (3.1103, 12.1579, 2.4191)
F (-12.6726, 3.4536, -1.5062)
H (-4.9708, -2.6674, -4.3237)
F (-0.4314, 6.2154, 7.0362)
N (-1.9006, 1.5528, 4.3769)
H (4.1808, -6.2282, -2.3769)
H (5.3540, -6.2052, -3.6505)
S (-11.3303, 4.2590, -1.6726)
H (-0.1066, 1.6945, 5.3270)
H (4.2724, -5.3646, -0.1083)
N (3.0773, 0.5775, -3.6532)
C (6.6168, -8.1092, -2.4370)
C (-3.4653, -0.2452, -8.0771)
O (-2.7218, -4.2648, 7.4534)
C (-4.0057, -1.6604, -8.1230)
S (2.9358, 9.4723, 0.4213)
H (-5.0882, -1.5370, -8.0896)
N (6.8870, -1.2612, 8.3558)
F (3.7625, 13.0208, 0.4365)
H (-3.8530, 0.2644, -8.9592)
O (-3.8649, 8.3203, 8.0337)
O (-2.4060, 0.9484, 2.1302)
O (5.2014, 0.6090, -2.3213)
O (4.0434, 8.8949, -0.3009)
O (7.7683, 0.5624, 6.5526)
H (-2.5901, 0.8752, 4.6694)
H (-2.5246, -2.7679, -7.2024)
H (4.9123, -7.6218, -0.4376)
O (5.3636, 0.5520, -5.1436)
H (6.9677, -7.5008, -4.4061)
C (-3.8688, 0.6592, -6.8748)
N (-10.8127, 3.8347, -0.0907)
H (-3.2663, 2.4083, -7.9839)
C (5.2055, -5.9348, -2.6050)
H (8.7680, -5.9282, -3.7048)
O (-4.9010, -5.2109, 6.7323)
H (-5.5716, -1.1531, -5.2248)
N (-3.1707, -0.0157, -5.6975)
H (-2.1541, 2.3834, 4.8926)
O (4.4591, -1.4050, 8.7921)
H (-2.4195, -0.0955, -8.3455)
H (-5.9439, 0.0346, -7.0655)
N (2.5732, 10.8752, 0.0439)
N (-2.6289, 6.0011, 7.2881)
C (-2.1189, 3.2949, 2.4776)
H (-4.5648, -1.2406, -3.7368)
O (2.8655, 9.0301, 1.8436)
H (4.4445, -6.9325, 1.8001)
S (-5.6067, -2.7886, 8.0447)
C (4.9616, -5.9783, 1.9013)
H (5.6914, -8.6121, -2.7178)
F (-5.7575, -1.1940, 8.3225)
F (1.6626, 8.7687, -0.3225)
S (6.8209, -0.5153, 6.8307)
H (-2.2658, 3.3091, 1.3976)
C (7.4940, -7.8291, -3.5099)
H (-3.5154, -2.0901, -8.9966)
O (-9.2037, 5.8491, -0.3037)
F (-4.8082, 6.4351, 6.9315)
H (8.0793, -6.1013, -0.8926)
S (-4.0023, -4.0435, 6.8161)
H (7.3642, -4.8630, -1.9053)
F (3.0546, -0.0244, -1.4033)
C (-3.4752, -2.3581, -6.8608)
H (-2.0701, -1.7424, -3.7919)
F (3.1065, 0.8526, -6.0446)

Here are the Mulliken charges for atoms 1 to 8, given in e: -0.60 1.05 -0.60 -0.62 -0.74 -0.29 1.01 0.40